89
Properties=species:S:1:pos:R:3 method="wB97M-V/def2-TZVPD" total_energy_ev=-300970.212 homo_ev=-7.3 gap_ha=0.24466 e_above_lowest_kj_mol=40.9 total_charge=0
Cd 0.144 -0.100 0.674
S 1.596 -0.580 2.678
C 1.309 0.945 3.463
C 2.259 1.244 4.484
N 3.041 1.435 5.308
C 0.325 1.849 3.182
S -0.934 1.704 1.985
C 0.287 3.064 3.925
N 0.233 4.045 4.527
F -6.794 2.927 -2.565
C -5.517 2.632 -2.373
C -4.530 3.321 -3.054
F -4.860 4.290 -3.899
C -3.201 2.992 -2.851
F -2.300 3.700 -3.529
C -2.802 1.981 -1.981
P -1.009 1.529 -1.751
C -0.548 1.158 -3.492
C -0.112 2.073 -4.447
C 0.205 1.640 -5.728
C 0.093 0.301 -6.068
C -0.328 -0.619 -5.119
C -0.638 -0.192 -3.838
C -0.319 3.188 -1.423
C 0.961 3.521 -1.867
C 1.525 4.740 -1.520
C 0.830 5.620 -0.707
C -0.429 5.279 -0.232
C -1.000 4.068 -0.584
C -3.821 1.322 -1.285
Br -3.463 0.011 0.021
C -5.157 1.636 -1.485
F -6.112 0.990 -0.823
H -0.024 3.122 -4.212
H 0.531 2.363 -6.465
H 0.334 -0.023 -7.073
H -0.420 -1.666 -5.381
H -0.967 -0.908 -3.091
H 1.522 2.824 -2.477
H 2.513 4.995 -1.880
H 1.271 6.569 -0.431
H -0.963 5.955 0.423
H -1.971 3.799 -0.189
O -3.397 -5.345 2.816
C -2.640 -4.323 2.391
C -2.060 -3.391 3.249
C -1.311 -2.367 2.710
N -1.109 -2.225 1.398
C -1.657 -3.129 0.600
Br -1.329 -2.909 -1.247
C -2.423 -4.194 1.021
H -3.497 -5.320 3.774
H -2.192 -3.459 4.322
H -0.843 -1.626 3.345
H -2.847 -4.902 0.326
C 5.268 0.838 -5.239
C 4.144 0.040 -5.395
C 3.289 -0.171 -4.325
C 3.559 0.385 -3.077
C 4.670 1.211 -2.939
C 5.522 1.432 -4.012
As 2.302 0.082 -1.589
C 2.513 -1.859 -1.329
C 2.113 -2.722 -2.347
C 2.147 -4.096 -2.173
C 2.536 -4.634 -0.955
C 2.912 -3.788 0.076
C 2.915 -2.412 -0.115
C 3.377 0.788 -0.118
C 4.628 0.273 0.222
C 5.321 0.777 1.310
C 4.792 1.826 2.052
C 3.570 2.373 1.699
C 2.863 1.846 0.627
H 5.936 1.008 -6.073
H 3.931 -0.413 -6.355
H 2.398 -0.768 -4.468
H 4.879 1.686 -1.989
H 6.386 2.071 -3.886
H 1.756 -2.323 -3.289
H 1.849 -4.749 -2.983
H 2.547 -5.707 -0.811
H 3.213 -4.189 1.036
H 3.247 -1.779 0.694
H 5.057 -0.530 -0.366
H 6.275 0.346 1.584
H 5.330 2.210 2.909
H 3.156 3.199 2.265
H 1.901 2.272 0.368